# 1
The following is a quantum chemistry calculation of a structure of composition C4H6O2 in a non-equilibrium geometry, from the OMol25 dataset.

Kohn-Sham gap = 9.85 eV
ΔE to the lowest compared entry with this formula, charge and spin = 2.663 eV
DFT total energy = -306.40845 Ha
HOMO energy = -9.19 eV
Maximum force = 1.96 eV/Å

```
12
Properties=species:S:1:pos:R:3:mulliken_charge:R:1
C 0.000 2.007 -0.126 -0.909
C 0.650 0.714 -0.567 0.725
O 1.638 0.644 -1.249 -0.554
C -0.049 -0.641 0.055 0.429
O 0.634 -0.238 1.002 -0.377
C -0.539 -2.094 0.225 -1.036
H -0.227 2.530 -1.057 0.300
H -0.909 1.831 0.445 0.304
H 0.666 2.645 0.468 0.257
H -0.237 -2.441 1.232 0.288
H -1.615 -2.233 0.103 0.293
H -0.034 -2.736 -0.499 0.278
```


# 2
The following is a quantum chemistry calculation of an isolated molecule of C4H6O2 in a non-equilibrium geometry, from the OMol25 dataset.

SMILES = O=C1CCCO1
Kohn-Sham gap = 11.05 eV
ΔE to the lowest compared entry with this formula, charge and spin = 1.379 eV
DFT total energy = -306.45561 Ha
HOMO energy = -10.16 eV
Maximum force = 3.55 eV/Å

```
12
Properties=species:S:1:pos:R:3:mulliken_charge:R:1
O -0.022 -2.336 0.087 -0.542
C 0.020 -1.211 -0.324 0.513
C -1.103 -0.228 -0.295 -0.395
C -0.205 0.598 0.621 -0.567
C 1.082 0.731 -0.195 -0.357
O 1.209 -0.630 -0.653 -0.352
H -1.368 0.167 -1.280 0.267
H -1.978 -0.633 0.220 0.248
H -0.634 1.498 1.057 0.405
H -0.002 -0.334 1.425 0.250
H 1.960 0.977 0.409 0.263
H 1.042 1.400 -1.071 0.267
```


# 3
The following is a quantum chemistry calculation of an isolated molecule of C4H6O2, from the OMol25 dataset.

SMILES = O=CC[C@H]1CO1
Kohn-Sham gap = 11.05 eV
ΔE to the lowest compared entry with this formula, charge and spin = 1.978 eV
DFT total energy = -306.43359 Ha
HOMO energy = -10.08 eV
Maximum force = 0.57 eV/Å

```
12
Properties=species:S:1:pos:R:3:mulliken_charge:R:1
O 1.678 0.839 1.265 -0.474
C 1.837 0.187 0.260 0.016
C 0.683 -0.342 -0.565 -0.525
C -0.577 -0.411 0.265 0.146
C -1.708 0.501 0.110 -0.426
O -1.760 -0.826 -0.397 -0.440
H 2.860 -0.066 -0.092 0.353
H 0.927 -1.330 -0.977 0.283
H 0.543 0.311 -1.437 0.269
H -0.429 -0.857 1.249 0.346
H -2.346 0.702 0.970 0.235
H -1.689 1.288 -0.644 0.216
```


# 4
The following is a quantum chemistry calculation of an isolated molecule of C4H6O2, from the OMol25 dataset.

SMILES = O=C1CC[C@@H]1O
Kohn-Sham gap = 10.35 eV
ΔE to the lowest compared entry with this formula, charge and spin = 1.328 eV
DFT total energy = -306.45748 Ha
HOMO energy = -9.60 eV
Maximum force = 0.62 eV/Å

```
12
Properties=species:S:1:pos:R:3:mulliken_charge:R:1
O 2.065 -0.497 0.258 -0.526
C 0.752 -0.538 -0.196 -0.018
C -0.455 -0.457 0.783 -0.570
C -1.228 0.407 -0.244 -0.428
C 0.134 0.686 -0.887 0.374
O 0.610 1.629 -1.459 -0.547
H 2.215 0.370 0.655 0.329
H 0.660 -1.420 -0.839 0.324
H -0.904 -1.403 1.090 0.277
H -0.184 0.123 1.670 0.252
H -1.772 1.282 0.118 0.293
H -1.881 -0.183 -0.895 0.241
```


# 5
The following is a quantum chemistry calculation of an isolated molecule of C4H6O2, from the OMol25 dataset.

SMILES = C[C@H]1O[C@H]1C=O
Kohn-Sham gap = 10.88 eV
ΔE to the lowest compared entry with this formula, charge and spin = 2.273 eV
DFT total energy = -306.42275 Ha
HOMO energy = -10.17 eV
Maximum force = 0.76 eV/Å

```
12
Properties=species:S:1:pos:R:3:mulliken_charge:R:1
C 0.476 -0.739 1.413 -1.079
C 0.695 0.338 0.394 0.152
O 1.079 0.199 -0.964 -0.433
C -0.213 0.746 -0.688 0.066
C -1.176 -0.053 -1.520 -0.158
O -2.114 0.463 -2.079 -0.467
H -0.137 -0.258 2.190 0.291
H -0.052 -1.620 1.037 0.347
H 1.429 -1.027 1.866 0.290
H 1.215 1.209 0.789 0.360
H -0.401 1.825 -0.714 0.317
H -0.812 -1.075 -1.750 0.314
```


# 6
The following is a quantum chemistry calculation of an isolated molecule of C4H6O2 in a non-equilibrium geometry, from the OMol25 dataset.

SMILES = CC(=O)CC=O
Kohn-Sham gap = 10.62 eV
ΔE to the lowest compared entry with this formula, charge and spin = 2.113 eV
DFT total energy = -306.42864 Ha
HOMO energy = -9.93 eV
Maximum force = 2.57 eV/Å

```
12
Properties=species:S:1:pos:R:3:mulliken_charge:R:1
C -1.650 0.508 0.429 -1.032
C -0.505 -0.031 -0.351 0.484
O -0.445 0.020 -1.566 -0.526
C 0.704 -0.705 0.213 -0.350
C 1.922 0.021 -0.413 0.022
O 3.072 -0.166 -0.111 -0.466
H -1.717 0.151 1.458 0.324
H -1.449 1.584 0.437 0.257
H -2.576 0.331 -0.119 0.324
H 0.055 -1.585 -0.141 0.208
H 0.947 -1.007 1.227 0.409
H 1.644 0.880 -1.063 0.347
```


# 7
The following is a quantum chemistry calculation of an isolated molecule of C4H6O2, from the OMol25 dataset.

Kohn-Sham gap = 9.46 eV
ΔE to the lowest compared entry with this formula, charge and spin = 3.616 eV
DFT total energy = -306.37340 Ha
HOMO energy = -9.11 eV
Maximum force = 0.51 eV/Å

```
12
Properties=species:S:1:pos:R:3:mulliken_charge:R:1
C -1.261 0.234 -0.768 -1.133
C 0.107 -0.733 1.903 -0.307
O 0.716 -1.076 0.800 -0.228
C 1.220 0.032 0.032 -0.212
C 0.134 0.802 -0.713 0.682
O 0.449 1.841 -1.248 -0.540
H -1.750 0.379 0.202 0.301
H -1.822 0.762 -1.540 0.342
H -1.250 -0.842 -0.968 0.334
H -0.211 -1.725 2.307 0.159
H 1.914 -0.392 -0.699 0.290
H 1.753 0.718 0.691 0.314
```


# 8
The following is a quantum chemistry calculation of a structure of composition C4H6O2, from the OMol25 dataset.

Kohn-Sham gap = 10.05 eV
ΔE to the lowest compared entry with this formula, charge and spin = 2.981 eV
DFT total energy = -306.39676 Ha
HOMO energy = -9.21 eV
Maximum force = 0.81 eV/Å

```
12
Properties=species:S:1:pos:R:3:mulliken_charge:R:1
O 0.205 -1.408 -1.248 -0.532
C 0.088 -0.444 -0.263 0.434
C -1.133 -0.095 0.552 -0.764
C -0.480 0.927 -0.324 -0.065
O 0.614 1.556 0.302 -0.407
C 1.298 0.283 0.332 -0.383
H -0.178 -2.228 -0.920 0.340
H -2.104 -0.258 0.120 0.306
H -1.075 -0.050 1.645 0.212
H -1.003 1.394 -1.151 0.362
H 1.643 0.016 1.336 0.225
H 2.125 0.305 -0.383 0.272
```


# 9
The following is a quantum chemistry calculation of an isolated molecule of C4H6O2, from the OMol25 dataset.

Kohn-Sham gap = 8.41 eV
ΔE to the lowest compared entry with this formula, charge and spin = 5.734 eV
DFT total energy = -306.29557 Ha
HOMO energy = -8.07 eV
Maximum force = 0.62 eV/Å

```
12
Properties=species:S:1:pos:R:3:mulliken_charge:R:1
C 1.585 0.570 -0.813 -0.465
C 0.701 -0.057 0.664 -0.131
O 0.809 1.230 0.570 -0.271
C -0.733 -0.500 1.022 -0.405
C -1.687 -0.561 -0.147 -0.066
O -2.150 -1.585 -0.587 -0.463
H 1.142 -0.184 -1.477 0.301
H 2.609 0.335 -0.549 0.267
H 1.484 1.544 -1.311 0.287
H -0.707 -1.482 1.500 0.302
H -1.101 0.267 1.721 0.302
H -1.951 0.421 -0.593 0.342
```


# 10
The following is a quantum chemistry calculation of an isolated molecule of C4H6O2 in a non-equilibrium geometry, from the OMol25 dataset.

SMILES = O=CCCC=O
Kohn-Sham gap = 10.46 eV
ΔE to the lowest compared entry with this formula, charge and spin = 1.601 eV
DFT total energy = -306.44746 Ha
HOMO energy = -9.84 eV
Maximum force = 1.19 eV/Å

```
12
Properties=species:S:1:pos:R:3:mulliken_charge:R:1
O -0.323 2.157 -0.638 -0.476
C -0.922 1.107 -0.646 0.018
O 1.099 -0.295 -1.565 -0.479
C 1.391 -0.278 -0.392 0.064
C 0.464 -0.773 0.675 -0.390
C -0.882 -0.075 0.346 -0.495
H -1.646 0.894 -1.456 0.296
H 2.240 0.273 0.023 0.297
H 0.376 -1.873 0.665 0.268
H 0.877 -0.494 1.650 0.281
H -1.508 -0.817 -0.142 0.271
H -1.335 0.226 1.292 0.345
```


# 11
The following is a quantum chemistry calculation of an isolated molecule of C4H6O2 in a non-equilibrium geometry, from the OMol25 dataset.

SMILES = C=C(C)C(=O)O
Kohn-Sham gap = 10.23 eV
ΔE to the lowest compared entry with this formula, charge and spin = 3.076 eV
DFT total energy = -306.39325 Ha
HOMO energy = -10.13 eV
Maximum force = 5.83 eV/Å

```
12
Properties=species:S:1:pos:R:3:mulliken_charge:R:1
C 0.904 -1.139 0.201 -1.146
C 0.121 0.048 -0.197 0.703
C 0.628 1.298 -0.143 -0.949
C -1.281 -0.303 -0.125 0.532
H 0.444 -1.507 1.209 0.243
H 1.916 -1.043 0.398 0.445
H 0.952 -1.833 -0.659 0.258
H 0.208 2.281 -0.575 0.264
H 1.544 1.627 -0.550 0.313
H -1.868 1.466 0.669 0.383
O -2.173 0.565 0.145 -0.542
O -1.395 -1.459 -0.372 -0.504
```


# 12
The following is a quantum chemistry calculation of a structure of composition C4H6O2 in a non-equilibrium geometry, from the OMol25 dataset.

Kohn-Sham gap = 9.19 eV
ΔE to the lowest compared entry with this formula, charge and spin = 4.691 eV
DFT total energy = -306.33392 Ha
HOMO energy = -8.38 eV
Maximum force = 1.08 eV/Å

```
12
Properties=species:S:1:pos:R:3:mulliken_charge:R:1
C 1.149 -0.484 -0.282 -1.325
C -0.141 -0.519 0.559 0.041
C -0.553 0.955 0.650 -0.340
O -0.564 1.221 -0.755 -0.545
C -0.766 -0.694 -0.759 0.438
O -1.273 -1.262 -1.631 -0.382
H 0.440 0.693 -0.985 0.532
H 1.942 0.094 0.204 0.359
H 1.510 -1.458 -0.606 0.257
H -0.352 -1.219 1.373 0.391
H 0.170 1.581 1.187 0.273
H -1.561 1.094 1.047 0.299
```


# 13
The following is a quantum chemistry calculation of an isolated molecule of C4H6O2, from the OMol25 dataset.

SMILES = O=CCCC=O
Kohn-Sham gap = 10.75 eV
ΔE to the lowest compared entry with this formula, charge and spin = 1.154 eV
DFT total energy = -306.46389 Ha
HOMO energy = -9.86 eV
Maximum force = 0.50 eV/Å

```
12
Properties=species:S:1:pos:R:3:mulliken_charge:R:1
O -0.597 -1.445 1.417 -0.482
C 0.249 -1.475 0.558 -0.001
O -1.730 -0.317 -1.055 -0.479
C -1.356 0.684 -0.495 0.011
C 0.086 0.984 -0.151 -0.485
C 0.984 -0.239 0.078 -0.414
H 0.572 -2.432 0.098 0.314
H -2.073 1.486 -0.220 0.341
H 0.480 1.556 -1.002 0.303
H 0.107 1.669 0.701 0.303
H 1.582 -0.481 -0.804 0.307
H 1.695 0.010 0.876 0.281
```


# 14
The following is a quantum chemistry calculation of an isolated molecule of C4H6O2, from the OMol25 dataset.

Kohn-Sham gap = 9.50 eV
ΔE to the lowest compared entry with this formula, charge and spin = 3.628 eV
DFT total energy = -306.37297 Ha
HOMO energy = -9.13 eV
Maximum force = 0.54 eV/Å

```
12
Properties=species:S:1:pos:R:3:mulliken_charge:R:1
O -1.714 -0.439 -1.541 -0.544
C -0.758 -0.275 -0.818 0.643
C 0.353 -1.267 -0.617 -1.120
C 0.841 0.632 1.733 -0.345
O 0.592 1.220 0.599 -0.206
C -0.713 0.981 0.052 -0.185
H 1.312 -0.848 -0.949 0.331
H 0.144 -2.190 -1.161 0.323
H 0.428 -1.427 0.473 0.321
H 1.911 0.899 1.898 0.156
H -0.966 1.858 -0.541 0.327
H -1.429 0.855 0.871 0.298
```


# 15
The following is a quantum chemistry calculation of an isolated molecule of C4H6O2, from the OMol25 dataset.

SMILES = C1O[C@H]1[C@H]1CO1
Kohn-Sham gap = 11.49 eV
ΔE to the lowest compared entry with this formula, charge and spin = 2.950 eV
DFT total energy = -306.39788 Ha
HOMO energy = -10.45 eV
Maximum force = 0.31 eV/Å

```
12
Properties=species:S:1:pos:R:3:mulliken_charge:R:1
C 1.673 0.554 0.203 -0.431
O 1.762 -0.779 0.682 -0.439
C 0.731 -0.476 -0.242 -0.027
C -0.669 -0.532 0.299 -0.026
C -1.727 0.313 -0.254 -0.433
O -1.648 -1.066 -0.576 -0.439
H 1.346 1.295 0.934 0.221
H 2.480 0.870 -0.457 0.260
H 0.848 -0.917 -1.234 0.416
H -0.737 -0.865 1.337 0.416
H -1.487 1.002 -1.065 0.221
H -2.572 0.601 0.372 0.261
```


# 16
The following is a quantum chemistry calculation of an isolated molecule of C4H6O2, from the OMol25 dataset.

SMILES = C[C@]12O[C@H]1[C@@H]2O
Kohn-Sham gap = 9.89 eV
ΔE to the lowest compared entry with this formula, charge and spin = 4.476 eV
DFT total energy = -306.34181 Ha
HOMO energy = -8.96 eV
Maximum force = 0.92 eV/Å

```
12
Properties=species:S:1:pos:R:3:mulliken_charge:R:1
C 0.970 -0.268 -1.122 -1.039
C -0.032 0.428 -0.266 0.406
O -0.952 1.490 -0.577 -0.505
C -0.807 1.035 0.778 -0.109
C -0.956 -0.421 0.566 -0.181
O -0.157 -1.122 1.479 -0.512
H 1.045 -1.276 -0.702 0.329
H 0.443 -0.396 -2.077 0.288
H 1.981 0.114 -1.272 0.309
H 0.669 -0.596 1.492 0.351
H -0.768 1.646 1.671 0.314
H -1.778 -1.009 0.142 0.348
```


# 17
The following is a quantum chemistry calculation of an isolated molecule of C4H6O2 in a non-equilibrium geometry, from the OMol25 dataset.

Kohn-Sham gap = 10.44 eV
ΔE to the lowest compared entry with this formula, charge and spin = 4.605 eV
DFT total energy = -306.33707 Ha
HOMO energy = -9.57 eV
Maximum force = 1.73 eV/Å

```
12
Properties=species:S:1:pos:R:3:mulliken_charge:R:1
O -1.667 1.003 -0.230 -0.552
C -0.798 0.380 0.669 -0.059
C -0.074 -0.946 0.410 -0.183
C 0.510 -0.470 -0.900 -0.441
C 0.881 0.557 0.193 -0.419
O 1.142 -0.506 1.112 -0.462
H -1.390 0.305 1.612 0.367
H -0.394 -1.932 0.731 0.508
H -0.166 -0.177 -1.706 0.271
H 1.328 -1.110 -1.225 0.275
H -1.089 1.617 -0.692 0.349
H 1.717 1.278 0.027 0.345
```


# 18
The following is a quantum chemistry calculation of an isolated molecule of C4H6O2 in a non-equilibrium geometry, from the OMol25 dataset.

SMILES = O/C=C\[C@H]1CO1
Kohn-Sham gap (alpha / beta) = 8.77 / 8.77 eV
ΔE to the lowest compared entry with this formula, charge and spin = 5.246 eV
DFT total energy = -306.31352 Ha
HOMO energy (alpha / beta) = -8.08 / -8.08 eV
Maximum force = 6.34 eV/Å

```
12
Properties=species:S:1:pos:R:3:mulliken_charge:R:1
O 0.298 -1.271 -1.605 -0.473
C -0.415 -1.413 -0.499 -0.003
C -0.145 0.487 0.701 0.073
C 1.062 1.168 0.408 -0.150
O 0.132 1.280 -0.706 -0.534
C -1.056 -0.451 0.164 -0.666
H 0.431 -0.317 -1.732 0.430
H -0.868 -2.388 -0.349 0.326
H -0.679 1.044 1.498 0.202
H 1.235 2.071 1.003 0.260
H 1.878 0.469 0.266 0.226
H -1.871 -0.680 0.852 0.309
```


# 19
The following is a quantum chemistry calculation of an isolated molecule of C4H6O2 in a non-equilibrium geometry, from the OMol25 dataset.

SMILES = C=COC(C)=O
Kohn-Sham gap = 10.50 eV
ΔE to the lowest compared entry with this formula, charge and spin = 3.880 eV
DFT total energy = -306.36371 Ha
HOMO energy = -9.63 eV
Maximum force = 9.27 eV/Å

```
12
Properties=species:S:1:pos:R:3:mulliken_charge:R:1
C 1.941 0.819 0.481 -1.077
C 0.853 -0.115 0.425 0.769
C -1.326 -0.350 -0.447 0.080
C -2.355 0.093 -1.086 -0.786
H 2.748 0.421 1.041 0.405
H 1.582 1.722 1.401 0.221
H 2.481 1.237 -0.459 0.276
H -1.098 -1.604 -0.106 0.178
H -3.318 -0.181 -1.341 0.353
H -2.241 0.863 -1.654 0.295
O 0.817 -1.148 0.846 -0.404
O -0.171 0.505 -0.236 -0.310
```


# 20
The following is a quantum chemistry calculation of a structure of composition C4H6O2P in a non-equilibrium geometry, from the OMol25 dataset.

Kohn-Sham gap (alpha / beta) = 6.51 / 6.51 eV
ΔE to the lowest compared entry with this formula, charge and spin = 1.905 eV
DFT total energy = -647.83662 Ha
HOMO energy (alpha / beta) = -2.30 / -2.30 eV
Maximum force = 5.36 eV/Å
Net charge = -1

```
13
Properties=species:S:1:pos:R:3:mulliken_charge:R:1
C 0.753 -0.567 -0.878 -0.283
C 1.051 -0.165 0.472 -0.066
C -0.323 -0.035 -1.513 -0.683
C 0.074 0.399 1.173 -0.716
O -1.128 2.535 -1.777 -0.765
O -2.463 1.173 -0.241 -0.561
P -0.894 1.517 -0.723 0.434
H 1.512 -1.182 -1.314 0.357
H 2.161 -0.208 0.866 0.154
H -0.317 -0.165 -2.556 0.371
H -0.907 0.016 0.877 0.108
H 0.124 0.805 2.186 0.358
H -2.598 0.305 -0.177 0.292
```